{"formula": "C24H30F18O12", "method": "ωB97M-V with the def2-TZVPD basis set", "elements": ["F", "F", "F", "F", "F", "F", "F", "F", "F", "F", "F", "F", "F", "F", "F", "F", "F", "F", "O", "O", "O", "O", "O", "O", "O", "O", "O", "O", "O", "O", "C", "C", "C", "C", "C", "C", "C", "C", "C", "C", "C", "C", "C", "C", "C", "C", "C", "C", "C", "C", "C", "C", "C", "C", "H", "H", "H", "H", "H", "H", "H", "H", "H", "H", "H", "H", "H", "H", "H", "H", "H", "H", "H", "H", "H", "H", "H", "H", "H", "H", "H", "H", "H", "H"], "xyz": [[4.124, -1.781, -1.981], [2.219, -3.122, 2.230], [-6.308, 0.877, 4.172], [1.535, -1.471, 1.199], [-3.814, 2.337, -1.287], [5.158, -2.314, -0.175], [4.571, -3.884, -1.636], [0.782, 1.933, 3.532], [-1.471, 0.060, -2.782], [-5.277, 3.552, -2.245], [-0.900, 2.716, 2.458], [1.482, -3.426, 0.253], [0.282, -1.186, -2.532], [-0.612, -0.232, -0.799], [-4.954, 1.384, 2.576], [-5.823, 1.610, -1.307], [-5.314, -0.644, 3.033], [-0.452, 0.614, 2.266], [-0.394, -2.921, 3.109], [-4.796, 0.326, -3.252], [6.989, -3.256, -2.893], [-2.892, -0.012, 3.973], [1.718, 1.149, 0.868], [-4.399, 2.257, -4.317], [7.014, -1.400, -1.596], [-0.139, 2.310, -1.979], [-3.920, 1.173, 5.593], [1.194, 3.332, 0.834], [1.546, 1.268, -3.029], [-1.065, -2.814, 0.984], [2.805, 1.243, -0.083], [0.465, 3.596, -2.370], [-2.247, -1.490, 5.643], [-1.785, -0.368, 4.803], [-0.563, 4.588, -1.829], [0.115, 1.865, 2.391], [-0.303, -0.023, -2.076], [-5.174, 0.539, 3.620], [4.079, 1.224, 0.826], [-2.456, -2.494, 1.413], [8.447, -1.143, -1.745], [-4.402, -0.410, -4.469], [0.510, 1.262, -2.418], [5.021, -2.655, -1.532], [-0.188, -2.831, 1.914], [-3.905, 0.605, 4.582], [-3.105, -3.716, 2.005], [1.255, -2.731, 1.371], [-5.473, -0.466, -5.550], [1.075, 2.229, 1.213], [-4.674, 1.633, -3.326], [8.883, -0.131, -0.720], [6.516, -2.497, -2.110], [-4.901, 2.278, -1.991], [-1.386, 0.549, 5.302], [8.992, -2.051, -1.586], [-6.374, -0.768, -5.087], [-2.376, -1.646, 2.178], [-3.356, -4.352, 1.131], [2.770, 2.142, -0.675], [4.905, 1.219, 0.106], [4.230, 2.135, 1.361], [-5.666, 0.512, -5.948], [-2.527, -2.300, 4.988], [0.501, 3.558, -3.425], [-0.682, 4.566, -0.718], [8.612, -0.755, -2.741], [1.447, 3.724, -1.919], [-5.203, -1.137, -6.351], [-3.938, -3.363, 2.547], [-1.063, -0.752, 4.062], [2.562, 0.403, -0.756], [8.817, -0.477, 0.341], [-3.534, 0.151, -4.743], [-0.271, 5.577, -2.112], [-2.847, -2.301, 0.460], [-1.341, -1.881, 6.160], [-3.030, -1.251, 6.435], [-4.049, -1.415, -4.097], [4.218, 0.379, 1.471], [8.574, 0.904, -0.759], [-1.554, 4.460, -2.201], [-2.459, -4.296, 2.615], [9.953, -0.075, -0.870]], "atomic_forces_ev_per_a": [[0.169, -0.287, -0.661], [-0.762, -0.785, 0.525], [-0.340, 0.140, 0.767], [-0.248, 1.882, -1.084], [1.565, -0.128, 1.031], [-0.432, -0.964, -1.153], [-0.028, 0.107, -0.103], [0.285, -0.300, 0.448], [0.402, 0.211, 0.491], [-0.449, -0.400, 0.611], [-0.033, 0.230, -0.081], [-0.564, 0.165, -0.284], [-0.085, 1.710, 0.605], [0.314, 0.610, -0.195], [0.100, 0.324, 0.461], [-0.394, 0.397, 0.298], [-0.075, -0.983, 0.339], [0.893, 1.023, 0.050], [0.303, 0.493, -0.794], [-0.434, -0.948, -0.166], [0.368, -0.266, 0.025], [-1.189, 0.630, -0.406], [-0.524, 0.062, -0.317], [0.045, 0.048, 0.354], [0.660, 0.236, 0.318], [0.484, -0.107, 0.187], [0.042, 1.272, 2.778], [0.255, 2.050, -0.912], [-0.481, -0.381, 0.224], [-0.905, 0.617, -0.970], [0.499, -0.784, 1.546], [-1.866, 0.079, 1.721], [0.722, -0.713, 2.391], [0.794, 0.754, -0.621], [0.667, 0.111, 1.030], [-1.056, -0.617, -0.746], [-0.620, -2.063, -1.365], [1.375, 0.570, -1.297], [0.238, -0.223, -2.827], [1.966, 0.002, 2.059], [-1.052, 0.910, 0.242], [0.616, -0.555, 0.778], [0.562, -0.380, 0.034], [1.489, 1.181, 2.089], [0.878, -1.077, 2.232], [-0.804, -1.285, -3.468], [0.376, -0.266, -2.136], [1.391, -1.037, 0.676], [0.818, 0.458, 0.838], [-0.668, -1.919, 1.420], [0.327, -0.523, -1.688], [1.031, -0.452, 1.347], [-1.867, 0.167, -0.214], [-1.120, 1.010, -0.706], [-0.338, -0.865, -0.170], [0.148, -0.636, -0.124], [-1.097, -0.691, 0.334], [-0.312, -0.941, -1.505], [-0.426, 0.127, 0.748], [-0.174, 0.460, 0.047], [0.246, -0.199, 0.133], [-0.472, 0.688, 0.481], [0.139, 0.549, -0.309], [-0.514, -0.244, -0.114], [0.289, 0.295, -1.133], [0.559, -0.153, -0.820], [0.062, -0.130, -0.334], [-0.067, -0.198, -0.035], [0.138, -0.248, -0.110], [-1.279, -0.081, 0.574], [-0.077, 0.344, 0.642], [1.063, 0.120, 0.425], [-0.410, 0.073, -0.885], [0.653, -0.024, -0.884], [0.293, 0.781, -0.070], [-1.017, 1.077, -0.875], [-0.630, 0.187, 0.018], [0.969, -0.230, -1.227], [-0.712, 1.042, -0.343], [-0.425, -0.531, 0.214], [-0.743, 0.013, -0.426], [-0.630, -0.498, -0.675], [0.591, -0.190, 0.790], [0.537, 0.098, -0.085]], "mulliken_charge": [-0.21, -0.29, -0.25, -0.34, -0.16, -0.29, -0.24, -0.29, -0.26, -0.27, -0.25, -0.26, -0.28, -0.18, -0.26, -0.24, -0.21, -0.32, -0.57, -0.28, -0.52, -0.02, -0.04, -0.55, -0.18, -0.10, -0.47, -0.56, -0.58, -0.30, 0.19, -0.21, -1.18, 0.07, -1.22, 1.00, 0.99, 0.80, -1.46, 0.26, -0.21, -0.15, 0.24, 1.00, 0.40, 0.19, -1.46, 0.99, -1.30, 0.27, 0.39, -1.20, 0.19, 0.87, 0.34, 0.34, 0.34, -0.04, 0.40, 0.10, 0.41, 0.37, 0.32, 0.21, 0.50, 0.25, 0.28, 0.19, 0.39, 0.36, 0.01, 0.12, 0.29, 0.29, 0.44, 0.46, 0.41, 0.34, 0.37, 0.34, 0.34, 0.32, 0.38, 0.41], "smiles": "CCOC(=O)C(F)(F)F.CCOC(=O)C(F)(F)F.CCOC(=O)C(F)(F)F.CCOC(=O)C(F)(F)F.CCOC(=O)C(F)(F)F.CCOC(=O)C(F)(F)F", "relative_energy_kcal_mol": 45.30, "multiplicity": 1, "homo_lumo_gap_ha": 0.4320}